DFT (the ωB97M-V functional and the def2-TZVPD basis) results for C7H9Br3 as an isolated structure.

The geometry in XYZ format:
```
19
Properties=species:S:1:pos:R:3:mulliken_charge:R:1
C -1.75237 1.44823 0.45117 -0.888
C -2.45404 0.49875 1.05994 0.336
C -1.49133 -0.61006 0.69604 -0.954
C -0.74609 0.53671 -0.09729 0.438
C 1.60299 -0.15761 -0.64692 -1.219
C 0.72925 0.74007 0.29814 -0.598
C -3.85229 0.45596 1.74448 -0.042
Br -5.23073 -0.15821 0.46433 -0.029
Br -3.96216 -0.80384 3.27070 -0.030
Br -4.30548 2.29514 2.05190 -0.046
H -1.83440 2.54943 0.38609 0.370
H -0.72125 -0.99732 1.45490 0.260
H -1.89458 -1.38997 0.12301 0.315
H -0.68866 0.35736 -1.26469 0.363
H 1.12962 -1.05822 -0.77239 0.377
H 2.76389 -0.36675 -0.29696 0.263
H 1.65871 0.36575 -1.53846 0.377
H 0.89006 1.76474 -0.01782 0.310
H 0.86423 0.51153 1.37625 0.397
```

Calculated values
- 2S+1 = 1
- HOMO energy (eV) = -9.70
- energy above the lowest of the compared OMol25 structures with the same formula, charge and spin (kJ/mol) = 0.0